The following is a quantum chemistry calculation of 4 unconnected molecules or ions with the total composition C10H32NO5P3S3, from the Open Molecules 2025 dataset.

```
54
Properties=species:S:1:pos:R:3:forces:R:3
H 4.290 1.942 0.951 0.0 -0.1 0.2
C 0.544 7.493 0.228 0.0 0.1 -0.1
H -1.001 -8.195 -0.625 0.0 0.0 0.0
S 0.414 6.238 1.508 0.0 -0.1 0.0
C 0.764 4.850 0.430 -0.1 0.0 -0.1
N -1.342 2.974 -1.484 0.0 -0.5 0.2
H 1.738 4.984 -0.037 0.0 0.0 0.0
H -1.962 0.568 -1.234 0.2 -0.3 0.2
P 0.898 0.707 -1.245 0.0 -0.2 -0.7
H -3.988 -7.354 -0.492 0.0 0.0 0.0
H -2.990 -2.784 -0.433 0.0 0.0 0.0
H -0.416 -6.921 -1.722 0.0 0.0 0.0
P -1.067 1.570 -0.811 -0.4 1.1 -0.2
H -4.430 0.259 2.645 0.0 0.0 0.0
H 4.214 1.448 -1.917 -0.2 0.1 -0.2
S -1.994 -6.070 -0.183 0.1 0.0 0.0
C 2.036 1.238 0.109 0.1 0.0 0.1
H 0.016 -1.336 0.683 -0.3 -0.1 -0.2
H -1.204 1.624 0.590 0.1 -0.3 0.0
H 0.778 3.951 1.043 0.0 0.0 0.0
H -2.098 2.885 -2.155 0.1 0.2 -0.1
H 5.806 -0.213 -1.506 0.2 -0.2 -0.1
H -3.047 -7.900 0.934 0.0 0.0 0.0
H 1.534 7.444 -0.225 0.0 0.0 0.0
O -1.971 -0.869 1.523 0.0 0.0 0.0
H 1.537 1.381 1.069 -0.2 0.0 0.1
S -3.310 -0.829 0.865 -0.3 0.0 -0.1
H 0.400 8.463 0.699 0.0 0.0 0.0
H -0.231 7.326 -0.520 0.0 0.0 0.0
O 1.952 -2.056 -0.545 0.3 -0.1 -0.1
O -2.529 -5.014 -1.087 0.0 0.0 0.0
H -4.705 -2.541 -0.043 0.0 0.0 0.0
H 6.650 0.746 -0.287 0.2 -0.1 0.1
H 5.609 2.437 -1.532 0.1 0.1 -0.3
C -3.403 -7.038 0.371 0.0 0.0 0.0
H -5.535 -0.788 1.722 0.0 0.0 0.0
C 4.101 2.404 -0.018 0.0 0.1 -0.3
C -3.688 -2.501 0.348 0.0 0.0 0.1
P 0.639 -1.368 -0.574 0.5 0.0 0.5
H -0.286 -1.937 -1.469 -0.3 0.2 0.1
H -3.575 -3.176 1.196 0.0 0.0 0.0
H 5.142 -0.057 0.112 -0.1 -0.2 0.1
O 1.592 6.410 2.401 0.0 0.0 0.0
H -2.028 -7.636 -1.986 0.0 0.0 0.0
C -1.293 -7.342 -1.237 0.0 -0.1 0.0
H -4.008 -6.404 1.017 0.0 0.0 0.0
C -4.543 -0.710 2.165 0.0 0.0 0.1
H 2.723 0.400 0.222 0.1 -0.2 0.0
H 4.381 3.449 0.063 0.0 0.2 0.0
O 2.700 2.412 -0.291 0.0 0.1 0.1
H -0.019 4.759 -0.325 0.0 -0.1 0.0
H -4.379 -1.506 2.891 0.0 0.0 0.0
C 5.676 0.469 -0.674 -0.2 0.4 -0.1
C 4.907 1.717 -1.128 0.1 -0.3 0.4
```
Positions in Å, forces in eV/Å.

Its energy relative to the best compared isomer or geometry (same formula, charge and spin) is 12.1 kJ/mol. The electronic energy comes out at -3049.621181 a.u. For the maximum force, the calculation gives 1.2 eV Å⁻¹. Its total charge is 0.

The following is a quantum chemistry calculation of a single C4H5N3O molecule, from the Open Molecules 2025 dataset.

```
13
Properties=species:S:1:pos:R:3:forces:R:3
N 0.999 -0.034 -0.455 1.8 -3.6 2.6
N 2.361 0.109 0.030 3.1 3.4 -0.6
C 0.575 -1.390 0.156 0.0 0.2 -1.7
H 3.047 0.636 -0.675 -2.6 -1.7 1.2
O -2.307 0.064 -0.147 -5.1 0.5 -0.5
C -1.203 -0.268 -0.117 0.9 -2.7 1.5
H -1.290 2.399 0.515 0.1 0.1 0.1
H 1.408 -2.134 0.359 -1.2 1.2 -0.3
N -0.696 -1.564 0.266 1.8 0.2 -0.3
H 0.672 2.475 0.174 -1.4 0.4 0.7
C -0.163 0.652 -0.166 2.0 7.1 1.4
H 2.661 0.700 0.906 -2.2 -1.3 -1.5
C -0.325 1.979 0.296 2.8 -3.7 -2.6
```
Positions in Å, forces in eV/Å.

Its energy relative to the best compared isomer or geometry (same formula, charge and spin) is 443.4 kJ/mol. The electronic energy comes out at -394.798686 a.u. For the maximum force, the calculation gives 7.5 eV Å⁻¹. Its total charge is 0. As for the structure (SMILES): C=C1C(=O)N=CN1N.

The following is a quantum chemistry calculation of 2 unconnected molecules or ions with the total composition C2H2N3O2, from the Open Molecules 2025 dataset.

```
9
Properties=species:S:1:pos:R:3:forces:R:3
C 0.066 -0.887 -1.298 -0.8 -2.2 -0.3
H -0.674 -0.050 0.090 -0.1 0.1 0.8
N 0.907 -0.207 -1.914 2.6 2.7 -1.0
C -0.780 0.178 1.153 0.3 0.5 -0.5
H 2.147 1.206 -1.677 -0.2 -0.1 0.5
N -0.737 -1.689 -0.987 -0.7 -0.4 0.5
O -1.486 0.367 3.359 -0.5 0.4 2.9
O 1.612 0.790 -0.984 -0.3 -0.6 -0.9
N -1.054 0.292 2.257 -0.2 -0.4 -2.0
```
Positions in Å, forces in eV/Å.

Its energy relative to the best compared isomer or geometry (same formula, charge and spin) is 544.6 kJ/mol. The electronic energy comes out at -392.010714 a.u. For the maximum force, the calculation gives 3.8 eV Å⁻¹. Its total charge is -1.

The following is a quantum chemistry calculation of a single C17H26N4O3 molecule, from the Open Molecules 2025 dataset.

```
50
Properties=species:S:1:pos:R:3:forces:R:3
H 6.332 0.728 -4.941 0.0 0.0 0.0
H -2.366 3.544 0.384 0.0 0.0 0.0
H -4.670 -1.564 3.260 0.0 0.0 0.0
C 5.798 -1.002 -2.362 0.0 0.0 0.0
H -1.203 -0.871 3.198 0.0 0.0 0.0
C -0.527 2.845 -0.660 0.3 0.1 0.0
H 5.691 -0.231 -0.379 0.0 0.0 0.0
H 6.986 -1.966 -5.111 0.0 0.0 0.0
C -1.131 -0.288 0.794 -0.1 0.1 0.3
H -5.069 -2.404 0.997 0.0 0.0 0.0
H -2.878 0.895 1.295 0.0 0.0 0.0
N -3.015 -1.014 2.151 0.0 0.0 -0.1
H -3.060 -1.572 -0.480 0.0 0.0 0.0
H 1.325 -0.775 -0.777 0.0 0.0 0.0
C -1.868 2.675 -0.024 -0.1 0.1 0.0
O 3.861 1.064 0.186 0.0 0.0 0.0
H 5.602 -1.997 -0.530 0.0 0.0 0.0
H -3.088 0.086 -1.065 0.0 0.0 0.0
H -0.331 2.815 1.537 0.0 0.0 0.0
N -0.319 0.813 0.892 0.3 -0.1 -0.4
C -4.889 -0.513 -0.019 0.0 0.0 0.0
C -2.636 -0.146 1.035 0.0 0.0 0.1
H -0.085 3.829 -0.723 0.0 0.0 0.0
C 1.723 0.179 -0.434 -0.1 0.0 0.0
H -0.300 2.196 -1.494 0.0 0.0 0.0
H 1.462 0.941 -1.171 0.0 0.0 0.0
H -2.539 1.959 -0.472 0.1 0.0 0.0
C -5.263 -1.347 1.199 0.0 0.0 0.0
H 3.270 -1.637 -1.320 0.0 0.0 0.0
H -4.727 0.111 2.696 0.0 0.0 0.0
C 3.234 0.166 -0.346 0.0 -0.1 0.0
C 6.265 -0.093 -4.251 0.0 0.1 0.0
H -2.597 -1.340 4.166 0.0 0.0 0.0
H 1.623 1.424 1.304 0.0 0.0 0.0
N 6.260 -1.977 -3.067 0.0 0.0 -0.1
H -5.208 0.523 0.140 0.0 0.0 0.0
N 3.840 -0.916 -0.911 0.0 0.0 0.0
O 5.767 0.184 -3.010 0.0 -0.1 0.0
C 5.280 -1.052 -0.966 0.0 0.0 0.0
H -5.408 -0.873 -0.909 0.0 0.0 0.0
H -6.326 -1.245 1.428 0.0 0.0 0.0
C 1.118 0.538 0.921 0.0 0.0 0.0
O -0.648 -1.393 0.617 0.0 0.0 0.0
C -3.382 -0.558 -0.231 0.0 0.0 0.0
C -0.645 2.201 0.701 -0.4 -0.1 0.1
H 1.288 -0.283 1.619 0.0 0.0 0.0
C -2.267 -0.694 3.353 0.0 0.0 0.0
C -4.445 -0.921 2.406 0.0 0.0 0.0
H -2.405 0.355 3.669 0.0 0.0 0.0
C 6.570 -1.401 -4.296 0.0 0.0 0.0
```
Positions in Å, forces in eV/Å.

Its energy relative to the best compared isomer or geometry (same formula, charge and spin) is 210.4 kJ/mol. The electronic energy comes out at -1108.119560 a.u. For the maximum force, the calculation gives 0.5 eV Å⁻¹. Its total charge is 0. As for the structure (SMILES): CN1CCCC[C@@H]1C(=O)N(CCC(=O)NCc1ncco1)C1CC1.

The following is a quantum chemistry calculation of a molecular structure, C33H24BrFGaGeI2N2O, from the Open Molecules 2025 dataset.

```
66
Properties=species:S:1:pos:R:3:forces:R:3
H 1.915 0.041 -6.528 0.0 0.0 0.0
H 0.390 1.286 3.081 0.0 0.0 0.0
H -2.181 -5.480 1.572 0.0 0.0 0.0
C 1.419 2.386 0.593 0.3 0.2 0.0
N 0.792 -1.520 -3.775 0.0 0.0 -0.1
C 1.438 -0.645 -4.546 -0.1 -0.2 0.0
C -3.755 4.638 -0.207 0.1 0.0 0.0
C 1.383 -0.684 -5.930 0.0 0.1 0.0
C -0.763 0.293 1.560 -0.2 0.0 0.3
C -2.057 3.516 1.080 -0.1 0.0 -0.2
C -2.187 -1.502 2.376 -0.2 0.3 0.0
C 2.671 1.813 0.337 0.0 0.2 0.0
C -0.698 -4.232 2.437 0.2 0.1 -0.1
C -0.236 0.364 -1.523 0.3 0.6 -0.2
C 2.039 -1.701 2.839 0.2 0.0 -0.2
H 2.548 5.319 1.928 0.0 0.0 0.0
C 2.102 -1.269 1.500 0.2 -0.1 0.3
C -1.761 -1.265 3.679 -0.1 0.2 0.0
H -1.581 3.346 2.041 0.0 0.0 0.0
C 0.456 -2.764 0.899 0.3 0.0 -0.2
C -1.429 -4.724 1.393 0.1 0.1 -0.2
C -0.282 -3.295 -0.229 0.2 0.2 0.0
Ga 0.911 -1.114 -1.502 0.1 -0.6 -0.2
H -3.409 4.982 1.887 0.0 0.0 0.0
C 0.290 -3.233 2.212 0.2 -0.2 0.0
H 4.809 1.989 0.469 0.0 0.0 0.0
C 2.589 4.327 1.494 -0.1 -0.1 0.0
H -4.573 5.347 -0.270 0.0 0.0 0.0
H 2.783 -0.482 1.193 -0.1 -0.2 0.1
H -2.144 -1.868 4.496 0.0 0.0 0.0
C -1.694 -0.731 1.328 -0.1 0.1 0.3
Br 0.503 -1.791 -8.393 0.0 0.0 -0.1
H 4.736 4.240 1.511 0.0 0.0 0.0
C -1.220 -4.269 0.073 0.0 -0.1 0.3
C -0.048 -2.600 -5.729 0.0 0.0 0.0
C 0.067 -2.475 -4.353 0.0 0.1 0.1
I -2.343 -5.073 -1.477 0.0 0.0 -0.1
H 1.044 -2.979 4.221 0.0 0.0 0.0
H 2.023 0.106 -4.030 0.0 0.0 0.0
C -3.100 4.434 1.003 0.1 -0.1 -0.1
C 1.132 -2.656 3.192 0.0 -0.1 0.0
O -0.024 -2.842 -1.410 -0.1 -0.3 0.2
C 3.856 2.464 0.674 -0.1 0.0 0.0
H 2.727 0.855 -0.175 0.0 0.2 -0.1
H -0.646 -3.387 -6.167 0.0 0.0 0.0
N 1.335 -1.779 0.577 -0.4 -0.4 0.0
H -0.438 -3.155 -3.676 0.0 0.0 0.0
F 2.674 -1.436 -1.807 0.3 0.1 -0.1
C -0.837 -0.257 3.928 -0.1 0.0 -0.1
C 1.408 3.662 1.167 0.1 -0.1 0.0
C -2.320 3.000 -1.243 0.0 0.1 0.1
H -0.493 -0.076 4.940 0.0 0.0 0.0
H 2.691 -1.251 3.575 0.0 0.0 0.0
C -3.367 3.916 -1.329 0.1 0.0 0.1
H -2.017 -0.923 0.308 0.0 0.0 0.0
H -2.902 -2.294 2.175 0.0 0.0 0.0
H -2.034 2.418 -2.113 0.0 0.0 0.0
C -0.343 0.511 2.875 -0.2 -0.1 -0.1
C 3.817 3.725 1.257 0.0 -0.1 0.0
H -3.887 4.058 -2.270 0.0 0.0 0.0
Ge -0.220 1.407 0.022 -0.3 0.0 0.2
H 0.072 1.004 -2.364 -0.2 0.0 -0.1
C 0.623 -1.682 -6.509 0.0 0.0 -0.1
C -1.637 2.791 -0.043 -0.2 0.2 0.1
H 0.465 4.160 1.356 0.0 0.0 0.0
I -1.085 -4.962 4.351 0.0 -0.1 0.1
```
Positions in Å, forces in eV/Å.

Its energy relative to the best compared isomer or geometry (same formula, charge and spin) is 46.9 kJ/mol. The electronic energy comes out at -8727.782491 a.u. For the maximum force, the calculation gives 0.7 eV Å⁻¹. Its total charge is -1.

The following is a quantum chemistry calculation of a single C4H8ClNO molecule, from the Open Molecules 2025 dataset.

```
15
Properties=species:S:1:pos:R:3:forces:R:3
H -1.661 -1.846 -0.360 -1.9 2.1 -3.9
H 2.640 0.958 0.476 -2.5 1.3 2.2
Cl 0.657 -1.956 0.397 0.3 -0.1 -0.8
H 0.360 1.868 -0.547 0.2 -2.0 1.7
H 1.681 1.090 2.079 0.3 0.5 -3.5
N 1.719 1.352 0.993 5.2 -1.8 2.1
C -0.711 -0.588 -1.573 -0.6 -3.5 0.7
C 0.627 1.039 0.268 -3.8 0.4 -2.9
C -0.448 0.273 0.961 -5.8 4.5 2.4
H -0.176 -0.020 1.940 0.8 -1.0 0.5
H -0.068 -1.409 -2.215 -1.2 2.5 1.5
C -0.093 -0.398 -0.189 4.3 -1.3 -2.3
O -2.003 -1.255 -1.258 2.5 -1.9 3.2
H -1.560 0.605 1.176 1.9 -0.1 -1.0
H -0.964 0.288 -2.147 0.3 0.4 0.0
```
Positions in Å, forces in eV/Å.

Its energy relative to the best compared isomer or geometry (same formula, charge and spin) is 386.3 kJ/mol. The electronic energy comes out at -747.251445 a.u. For the maximum force, the calculation gives 7.8 eV Å⁻¹. Its total charge is 0. As for the structure (SMILES): N[C@@H]1C[C@@]1(Cl)CO.